Record 1
15
Properties=species:S:1:pos:R:3:forces:R:3 method="wB97M-V/def2-TZVPD" charge=+1 lumo_energy_ev=-3.744 de_lowest_kj_mol=169.7 e_homo_ev=-14.160
C 2.215867 -0.784281 0.189059 3.4 -0.1 -1.5
N 2.003248 0.031041 -1.098558 0.1 -1.2 2.5
H 3.208172 -1.371904 0.240914 -1.5 0.7 -0.6
H 1.440789 -1.449520 0.246370 -1.8 -2.0 0.3
H 2.283092 -0.266901 1.116232 -0.4 1.3 0.4
H 2.621518 0.825785 -0.938167 -0.1 -0.1 -1.1
H 2.252849 -0.582292 -1.887047 0.2 0.9 0.5
H 0.282125 0.104286 -0.669188 -0.7 3.1 -0.7
N -2.632598 0.202723 0.908373 1.2 -0.5 0.2
C -1.415771 -0.089054 0.364461 0.5 1.8 1.2
N -0.647859 0.697178 -0.409108 -1.4 -4.1 1.8
H -2.848666 -0.205172 1.839601 0.1 0.1 -1.3
H -3.250583 0.976590 0.629876 0.8 -0.5 0.0
H -0.837029 -0.940697 0.790963 -1.2 0.2 -0.5
H -1.012374 1.633246 -0.495619 0.8 0.3 -1.0

Record 2
30
Properties=species:S:1:pos:R:3:forces:R:3 method="wB97M-V/def2-TZVPD" lumo_energy_ev=0.891 smiles=Cc1ccccc1.Cc1ccccc1 de_lowest_kj_mol=93.7 e_homo_ev=-8.849
C 0.663951 -1.930151 2.743231 0.8 3.1 -0.2
C -0.088146 -1.688097 0.352020 0.0 0.5 -0.8
C -0.398184 -1.669666 1.713790 0.0 -2.2 -0.3
C -1.060227 -1.552224 -0.628128 -0.2 0.3 0.8
C -2.378027 -1.275765 -0.245870 0.4 -0.3 -1.0
C -1.742071 -1.697358 2.040268 -0.3 0.6 -0.4
C -2.716227 -1.385127 1.078533 0.3 0.4 1.3
H 0.922530 -1.743399 -0.037241 0.2 -0.2 0.5
H -0.761586 -1.602626 -1.666199 -0.1 0.1 -0.1
H 0.797941 -0.930847 3.213854 -0.6 -0.5 0.7
H 1.662455 -1.845884 2.300008 -0.1 -1.4 -0.2
H -3.066045 -1.031230 -1.045549 -0.3 0.0 0.3
H -2.092436 -1.918811 3.039544 0.2 0.3 0.2
H -3.655780 -1.090201 1.530061 -0.5 -0.4 -0.7
H 0.479618 -2.670015 3.507274 0.1 -0.3 -0.1
C 2.134563 0.619341 -2.953497 1.1 -1.1 0.4
C -0.544020 2.123082 -0.768709 0.1 -0.5 -1.1
C 0.142673 1.632891 -1.875656 0.4 0.2 0.4
C 0.107717 2.357495 0.430642 -0.7 -0.7 -0.2
C 1.501461 1.328208 -1.796958 -0.7 -0.4 -0.1
C 1.447370 2.025505 0.525503 0.6 0.3 -0.3
C 2.127260 1.504953 -0.570242 0.1 -0.1 -0.1
H -1.608731 2.202044 -0.953973 -0.1 0.4 0.7
H -0.410597 1.425238 -2.781902 0.1 0.0 -0.1
H -0.528187 2.576345 1.268947 0.3 0.5 0.5
H 2.051703 2.226504 1.399856 -0.3 -0.2 0.3
H 1.543797 0.659852 -3.858988 0.0 0.1 -0.1
H 2.302777 -0.438748 -2.691283 -0.7 0.0 0.0
H 3.144062 1.149941 -0.442078 0.1 0.3 0.0
H 3.183837 0.843560 -3.149551 -0.1 0.9 -0.2

Record 3
41
Properties=species:S:1:pos:R:3:forces:R:3 method="wB97M-V/def2-TZVPD" lumo_energy_ev=-0.042 smiles="C[C@H]1COC(=O)O1.BrCCBr.BrCCBr.O.O.O.O" de_lowest_kj_mol=0.0 e_homo_ev=-10.148
Br 0.026681 1.818473 -1.687084 0.1 0.1 -0.2
C 0.917221 1.322173 -0.046204 0.5 0.7 1.2
C 2.088381 0.411253 -0.339224 -0.5 -1.8 -0.3
Br 2.850581 -0.580577 1.224026 -0.4 0.8 -0.5
H 0.130091 0.913643 0.587536 0.3 -0.6 -0.2
H 1.223461 2.225483 0.481396 0.1 0.2 -0.4
H 2.929531 0.773673 -0.930174 -0.2 0.6 0.4
H 1.679441 -0.417077 -0.917794 0.1 0.0 0.0
Br 6.129361 1.498803 7.243636 -0.3 0.6 -1.3
C 5.203741 2.213163 5.587306 0.1 0.0 -0.3
C 6.027381 3.231153 4.735206 -0.6 0.0 0.6
Br 4.912551 4.001743 3.253616 0.4 -0.6 0.8
H 4.267401 2.622303 5.966746 0.4 0.4 0.0
H 4.881391 1.340373 5.019466 0.5 0.0 0.0
H 6.933481 2.860093 4.256246 -0.3 -0.4 0.1
H 6.304611 4.104013 5.326276 -0.1 -0.2 0.0
C -5.266569 -4.250527 -3.017824 1.3 2.6 -0.2
C -3.898089 -3.648737 -2.555654 -1.0 -3.3 -0.2
C -3.628329 -2.237857 -2.867074 -1.1 1.2 -1.0
O -3.534579 -1.621747 -1.606574 1.0 1.9 0.5
C -3.713449 -2.486167 -0.627494 -0.6 -1.2 3.1
O -3.760369 -2.331147 0.582856 0.4 0.8 -2.4
O -3.923349 -3.695847 -1.140334 0.4 -0.7 0.2
H -5.111579 -5.301417 -3.262184 -0.9 0.2 0.3
H -5.577699 -3.598477 -3.833994 0.1 -0.8 -1.0
H -5.967859 -3.847037 -2.287424 -0.3 -1.3 0.5
H -3.157979 -4.377507 -2.886164 0.5 0.4 0.0
H -4.520329 -1.803877 -3.318834 0.0 0.1 -0.3
H -2.799319 -2.031257 -3.543944 0.3 0.0 0.5
O -0.579269 2.687973 -6.981344 0.0 0.1 -0.2
H -0.531939 2.721833 -6.025924 0.0 0.1 0.3
H -0.627009 1.754193 -7.186324 0.0 -0.2 -0.1
O -0.738389 4.419853 4.216896 0.1 0.2 -0.1
H -0.324709 3.568133 4.357166 0.1 -0.3 0.0
H -1.607959 4.331463 4.607096 -0.2 0.0 0.1
O 2.030581 -2.154657 -4.899544 -0.1 0.0 0.2
H 2.255091 -2.974047 -5.340494 0.1 -0.2 -0.1
H 1.817131 -1.550247 -5.610414 0.0 0.2 -0.2
O -0.782209 0.066653 4.284686 0.2 0.2 -0.1
H -0.905419 0.182013 5.226896 0.0 0.0 0.3
H -1.651709 -0.160247 3.954966 -0.2 -0.1 -0.2

Record 4
100
Properties=species:S:1:pos:R:3:forces:R:3 method="wB97M-V/def2-TZVPD" charge=+1 lumo_energy_ev=-4.740 de_lowest_kj_mol=0.0 e_homo_ev=-8.264
C -4.543383 -3.605641 5.666748 -0.2 0.1 0.1
C -3.223343 -4.010482 5.078508 0.2 -0.2 -0.1
C -2.881463 -5.362248 4.960838 0.2 0.4 0.0
C -1.670678 -5.755454 4.384729 -0.4 0.6 -0.2
C -1.345967 -7.214131 4.318469 0.0 -0.5 -0.1
C -0.815264 -4.762702 3.878119 0.1 -0.3 0.7
N 0.430357 -5.176596 3.319842 -0.1 0.0 -0.3
C 0.980181 -4.645853 2.169492 -0.6 1.6 -0.3
C 0.335521 -3.851765 1.262019 0.2 -1.1 0.3
N 2.350560 -4.844777 2.263872 0.1 -0.1 -0.4
C 3.255911 -3.998669 1.560198 -0.2 0.4 -0.1
C 3.888132 -2.947980 2.243673 0.0 0.2 -0.7
C 3.847799 -2.805912 3.734067 0.1 0.3 0.4
C 4.532295 -1.968783 1.476845 0.0 -0.5 0.2
C 4.575995 -2.038165 0.084427 -0.2 -0.3 0.1
C 5.304824 -0.968212 -0.675558 0.1 0.2 -0.2
C 3.950286 -3.111854 -0.561500 0.2 0.2 0.3
C 3.299299 -4.111823 0.167101 0.2 0.3 0.2
C 2.655939 -5.277958 -0.519936 0.1 -0.2 -0.5
C 2.620326 -5.498794 3.451327 -0.2 -0.7 0.8
C 1.450026 -5.753108 4.072549 1.0 0.2 0.4
C -1.070705 -3.400025 4.107521 -0.3 -0.1 0.1
C -0.058648 -2.318365 3.867278 0.0 0.7 -0.1
C -2.302124 -3.045045 4.670385 0.1 -0.4 -0.2
H -4.639983 -2.515527 5.662405 -0.1 -0.2 0.1
H -5.376145 -4.029518 5.091591 0.1 0.1 0.1
H -4.644346 -3.958185 6.701285 0.0 0.1 -0.2
H -3.566816 -6.128915 5.331844 0.2 0.2 -0.1
H -0.373508 -7.418425 3.865497 -0.3 0.0 0.0
H -1.348837 -7.643418 5.330521 0.0 0.1 -0.2
H -2.115254 -7.746806 3.743279 0.2 0.1 0.1
H 0.886564 -3.523172 0.398811 -0.3 0.3 -0.1
H -0.725582 -3.710179 1.416185 0.1 0.1 -0.3
H 4.402049 -1.898306 4.004685 -0.1 -0.2 0.0
H 2.825904 -2.691290 4.125021 0.3 -0.2 -0.2
H 4.324947 -3.649506 4.250958 -0.2 0.3 -0.1
H 5.012029 -1.131797 1.991305 -0.1 -0.2 -0.2
H 5.230381 -1.135409 -1.753388 0.1 0.1 0.1
H 4.895401 0.025018 -0.447798 0.1 -0.2 -0.1
H 6.368312 -0.948847 -0.400278 -0.2 0.0 -0.1
H 3.957824 -3.171421 -1.651723 0.1 0.0 0.3
H 2.891305 -5.222913 -1.589066 -0.1 -0.1 0.2
H 3.037702 -6.235523 -0.138379 -0.1 0.3 0.0
H 1.565519 -5.283713 -0.411894 0.2 0.0 0.0
H 3.638343 -5.714564 3.740134 -0.2 -0.2 -0.1
H 1.232687 -6.251339 5.006851 0.2 0.1 -0.2
H -0.524591 -1.348075 4.092201 0.2 -0.2 0.1
H 0.828902 -2.420727 4.510853 -0.3 -0.1 -0.2
H 0.277585 -2.268366 2.823623 0.0 -0.1 0.3
H -2.530452 -1.986965 4.805741 0.0 -0.2 0.0
C -1.065505 5.846081 -6.084430 -0.1 -0.2 -0.4
N -0.811107 5.426855 -4.728806 0.2 0.3 0.5
C -0.230796 6.255365 -3.810137 0.6 1.1 -0.6
O 0.171472 7.394303 -4.032929 -0.7 -1.7 0.6
C -0.163602 5.488784 -2.487229 0.6 0.5 -0.2
C -1.027546 6.126181 -1.394187 -0.4 0.0 0.3
C -0.599569 7.537636 -1.040826 0.0 0.2 0.1
C -1.486784 8.608125 -1.201967 0.3 -0.1 -0.2
C -1.051260 9.918382 -0.990369 0.1 -0.2 0.2
C 0.255004 10.153075 -0.545123 -0.1 -0.2 -0.2
C 1.131657 9.082685 -0.336461 -0.3 -0.2 0.0
C 0.695887 7.774585 -0.569379 -0.2 0.3 -0.1
N -0.620041 4.147357 -2.887211 0.0 -1.7 1.9
C -0.638974 3.123019 -2.014220 0.4 1.7 -0.9
C -1.041287 1.832149 -2.342772 -0.4 -1.5 0.0
C -1.019812 0.738478 -1.484895 -0.1 1.3 -0.5
C -1.517004 -0.560777 -1.830841 -0.3 -1.2 -0.3
C -1.601321 -1.578471 -0.842332 0.1 0.3 -0.2
C -2.086756 -2.846544 -1.146258 -0.1 0.0 -0.3
C -2.494198 -3.147652 -2.457829 0.1 0.4 0.5
C -2.431482 -2.161131 -3.449774 0.1 0.3 0.0
C -1.948163 -0.891499 -3.146055 0.0 -0.1 0.2
C -1.053268 4.060653 -4.290832 -0.4 0.2 -1.0
C -2.547120 3.736539 -4.437167 -0.1 0.2 0.2
C -0.210726 3.095038 -5.140519 0.3 0.1 0.2
H -0.843846 6.910871 -6.168892 0.0 -0.2 0.1
H -0.444916 5.275177 -6.784174 0.0 0.3 0.0
H -2.113568 5.665006 -6.345925 0.1 0.2 0.0
H 0.889902 5.442705 -2.147806 -0.5 0.0 -0.2
H -2.080177 6.127371 -1.728926 0.4 0.0 0.2
H -0.949619 5.486108 -0.499968 -0.2 0.1 -0.2
H -2.511871 8.401336 -1.519566 0.3 0.2 0.0
H -1.734516 10.751536 -1.170899 0.2 -0.3 0.1
H 0.596497 11.173847 -0.383710 -0.1 -0.2 0.0
H 2.153762 9.258280 0.005118 -0.4 0.0 -0.1
H 1.361977 6.925157 -0.400608 0.0 0.3 0.0
H -0.297174 3.371653 -1.002136 -0.1 -0.1 -0.4
H -1.411529 1.673342 -3.354057 0.1 0.0 0.6
H -0.629927 0.895154 -0.476985 -0.1 -0.2 -0.1
H -1.275822 -1.343434 0.172192 -0.1 -0.2 -0.2
H -2.145088 -3.609873 -0.367229 0.1 0.3 -0.3
H -2.866521 -4.144753 -2.695961 0.1 0.3 0.1
H -2.754451 -2.384728 -4.469361 0.1 0.1 0.4
H -1.891189 -0.146383 -3.939076 0.0 -0.3 0.1
H -3.143712 4.526670 -3.960515 0.1 -0.2 -0.2
H -2.791673 3.684384 -5.505549 0.0 0.0 0.3
H -2.798165 2.778914 -3.978689 -0.1 0.2 -0.2
H 0.830300 3.444739 -5.161906 -0.2 -0.2 -0.1
H -0.235755 2.079379 -4.743401 0.1 0.1 -0.2
H -0.616435 3.080566 -6.160699 0.2 0.0 0.3

Record 5
17
Properties=species:S:1:pos:R:3:forces:R:3 method="wB97M-V/def2-TZVPD" lumo_energy_ev=0.421 smiles="C=C[C@@H](C)O.C=O" de_lowest_kj_mol=240.0 e_homo_ev=-9.739
C 0.307249 -0.986886 1.630720 0.0 0.0 0.0
C 1.018840 -0.798973 0.289059 0.2 0.1 0.2
O 0.377806 -1.522333 -0.734685 -0.2 0.0 0.0
C 1.189579 0.668315 -0.045211 0.0 0.1 -0.2
C 0.937170 1.192129 -1.241047 0.1 -0.1 0.1
C -2.322904 0.923545 -0.543464 -0.1 -0.4 -0.1
O -2.278821 -0.240560 -0.869732 0.0 0.6 0.2
H 0.819677 -0.453256 2.439400 -0.1 -0.1 -0.1
H -0.722368 -0.611661 1.570135 0.1 0.0 0.0
H 0.265426 -2.050295 1.883197 0.0 0.1 0.0
H 2.024151 -1.235983 0.367405 -0.1 0.1 0.0
H -0.545740 -1.216716 -0.770569 0.1 -0.1 -0.1
H -1.498663 1.405656 0.007288 -0.1 -0.1 0.0
H 1.550795 1.302833 0.766070 0.0 -0.1 -0.1
H 0.594845 0.558823 -2.055826 0.0 0.1 0.1
H 1.075467 2.250878 -1.444809 0.0 -0.2 0.1
H -3.190998 1.558473 -0.795462 0.0 -0.1 0.0

Record 6
13
Properties=species:S:1:pos:R:3:forces:R:3 method="wB97M-V/def2-TZVPD" charge=+1 lumo_energy_ev=-4.437 de_lowest_kj_mol=156.6 e_homo_ev=-13.647
C 0.301353 -1.172997 -1.203797 2.9 -4.9 -1.7
C 0.732847 0.297597 0.564143 0.0 -2.5 -0.1
C -0.735312 0.353682 0.051672 0.5 -0.5 1.2
N 1.250896 -0.968320 -0.308280 -1.0 1.2 0.9
N -0.791170 -0.519676 -1.109895 -2.5 0.8 -2.0
S 0.857460 -2.850554 -2.356801 -0.9 2.6 1.4
Cl -0.772426 -3.515417 -3.291322 0.0 0.3 0.2
H 1.385717 1.076446 0.274990 0.3 1.1 -0.3
H 0.741811 0.173511 1.681412 0.3 -0.4 -1.3
H -1.391071 -0.079659 0.818110 0.0 0.5 -0.2
H -1.001676 1.337754 -0.231612 -0.5 1.0 0.0
H 2.133639 -1.536310 -0.275861 -1.4 1.1 0.2
H -1.616625 -0.494659 -1.818807 2.3 -0.4 1.7

Record 7
8
Properties=species:S:1:pos:R:3:forces:R:3 method="wB97M-V/def2-TZVPD" lumo_energy_ev="-1.430 / -1.864" de_lowest_kj_mol=814.2 e_homo_ev="-9.043 / -8.270"
C -1.858532 -0.464895 0.064618 1.5 0.1 0.7
C 0.387392 0.497199 0.337633 0.6 -1.0 0.5
O 1.299779 0.551981 -0.475032 -1.0 0.2 -0.2
S 3.245937 0.454936 0.060019 -0.6 2.1 2.3
H -2.092669 0.043347 1.007938 -0.1 0.0 0.2
H -2.521439 -0.021347 -0.668782 -0.1 0.4 -0.6
H 0.722898 0.298930 1.418895 -0.8 0.3 -1.0
H 3.619081 -0.401065 -0.776944 0.5 -2.0 -2.1

Record 8
14
Properties=species:S:1:pos:R:3:forces:R:3 method="wB97M-V/def2-TZVPD" charge=+1 lumo_energy_ev=-4.310 smiles=CS[C@@H]([NH3+])NI de_lowest_kj_mol=107.9 e_homo_ev=-12.815
C -1.032332 -1.900710 0.662707 0.1 -1.1 2.2
C 0.075405 0.484958 -0.001596 -2.1 3.0 -3.6
N -0.641891 1.704346 -0.254196 0.3 -0.2 0.3
N 1.580806 0.492904 -0.768201 -0.6 -1.9 0.2
S -0.881497 -0.827268 -0.759354 0.7 -0.1 0.5
I -0.420786 3.476128 0.878723 0.0 -1.4 -0.9
H -1.452497 -1.513017 1.657978 -0.1 0.1 -1.9
H -0.119177 -2.428029 1.082564 -0.6 0.5 -1.4
H -1.703992 -2.647148 0.226188 0.0 -0.2 0.6
H 0.292147 0.212237 0.981159 0.6 0.2 1.7
H -1.329252 1.730520 -1.059821 1.3 -0.1 1.6
H 1.507299 0.298555 -1.820232 0.1 0.2 2.0
H 1.905224 -0.354940 -0.238189 0.5 0.8 -1.4
H 2.220544 1.271466 -0.587729 -0.4 0.1 0.1

Number 1: strongest force on any atom 0.0908 hartree/bohr, total energy -246.1940 Eh. Number 2: strongest force on any atom 0.0632 hartree/bohr, total energy -543.0372 Eh. Number 3: strongest force on any atom 0.0680 hartree/bohr, total energy -11140.7146 Eh. Number 4: strongest force on any atom 0.0494 hartree/bohr, total energy -2001.2710 Eh. Number 5: strongest force on any atom 0.0121 hartree/bohr, total energy -346.9340 Eh. Number 6: strongest force on any atom 0.1155 hartree/bohr, total energy -1085.5007 Eh. Number 7: strongest force on any atom 0.0616 hartree/bohr, total energy -551.7186 Eh. Number 8: strongest force on any atom 0.0996 hartree/bohr, total energy -886.0757 Eh.